Entry 1:
{"formula": "C4H14N2O", "method": "the ωB97M-V functional and the def2-TZVPD basis", "largest_force_ev_per_a": 1.53, "total_charge": 1, "multiplicity": 2, "e_homo_ev": [-7.3, -11.0], "lumo_energy_ha": [-0.1227, -0.1250], "homo_lumo_gap_ev": [4.0, 7.6], "energy_ev": -9392.5103, "relative_energy_ev": 2.059, "s2": 0.7540, "symbols": ["C", "C", "C", "C", "N", "N", "H", "H", "H", "H", "H", "H", "H", "H", "H", "H", "H", "H", "H", "H", "O"], "xyz": [[-1.130, 0.699, 1.382], [0.045, -0.090, 0.808], [0.579, 0.725, -0.313], [0.031, 1.877, -0.872], [1.622, -0.026, -1.118], [-1.869, -0.094, 2.470], [-1.901, 0.951, 0.666], [-0.714, 1.512, 1.951], [-0.295, -1.141, 0.556], [0.736, -0.382, 1.611], [0.251, 2.281, -1.853], [-0.317, 2.679, -0.219], [2.290, -0.218, -0.379], [1.363, -0.881, -1.644], [1.967, 0.598, -1.843], [-2.327, 0.478, 3.181], [-1.308, -0.777, 2.984], [-2.610, -0.633, 2.036], [1.355, -3.177, -2.773], [0.858, -2.145, -3.712], [1.374, -2.236, -2.919]]}


Entry 2:
{"formula": "C4H14N2O", "method": "the ωB97M-V functional and the def2-TZVPD basis", "largest_force_ev_per_a": 2.98, "total_charge": 1, "multiplicity": 2, "e_homo_ev": [-6.9, -11.6], "lumo_energy_ha": [-0.1156, -0.1195], "homo_lumo_gap_ev": [3.8, 8.4], "energy_ev": -9392.3167, "relative_energy_ev": 2.253, "s2": 0.7545, "symbols": ["C", "C", "C", "C", "N", "N", "H", "H", "H", "H", "H", "H", "H", "H", "H", "H", "H", "H", "H", "H", "O"], "xyz": [[-1.083, -0.222, 0.474], [-0.582, 0.803, -0.519], [0.882, 1.002, -0.334], [1.375, 1.921, 0.556], [1.783, 0.109, -1.110], [-2.606, 0.070, 0.863], [-1.008, -1.215, 0.065], [-0.628, -0.067, 1.452], [-0.893, 0.545, -1.551], [-1.115, 1.785, -0.594], [2.476, 1.997, 0.642], [0.931, 2.736, 1.095], [1.553, 0.241, -2.096], [1.637, -0.873, -0.855], [2.774, 0.203, -0.875], [-2.929, -0.644, 1.520], [-2.725, 1.008, 1.247], [-3.213, -0.074, 0.051], [1.501, -2.948, 0.698], [0.872, -3.593, -0.604], [0.998, -2.784, -0.124]]}


Entry 3:
{"formula": "C4H14N2O", "method": "the ωB97M-V functional and the def2-TZVPD basis", "largest_force_ev_per_a": 3.12, "total_charge": 1, "multiplicity": 2, "e_homo_ev": [-13.2, -13.2], "lumo_energy_ha": [-0.1193, -0.3084], "homo_lumo_gap_ev": [10.0, 4.8], "energy_ev": -9392.9605, "relative_energy_ev": 1.609, "s2": 0.7543, "symbols": ["C", "N", "C", "C", "N", "C", "H", "H", "H", "H", "H", "H", "H", "H", "H", "H", "H", "H", "H", "H", "O"], "xyz": [[-2.083, -0.314, 1.679], [-0.992, -0.086, 0.713], [0.256, -0.735, 1.068], [1.434, -0.411, 0.144], [1.954, 0.958, 0.168], [1.367, 1.766, -0.900], [-2.054, -1.363, 1.970], [-2.999, 0.037, 1.211], [-1.898, 0.101, 2.673], [-0.888, 0.841, 0.282], [0.463, -0.554, 2.119], [0.137, -1.828, 1.000], [2.286, -1.035, 0.515], [1.322, -0.762, -0.907], [1.775, 1.439, 1.050], [1.476, 2.865, -0.608], [1.901, 1.573, -1.817], [0.249, 1.820, -1.118], [-1.337, -1.932, -2.751], [-1.398, -1.009, -1.559], [-1.455, -1.000, -2.518]]}


Which value of multiplicity does entry 1 give?
2